C10H18BNO | ωB97M-V with the def2-TZVPD basis set

Summary:
**Maximum force**: 4.6 eV Å⁻¹
**Frontier orbital gap**: 9.645 eV

Each line ends with the Mulliken charge.
Positions of all 31 atoms, in Å:
H1 -0.322 -2.384 -0.170  0.55
O1 2.543 1.169 0.288  -0.66
H2 -0.391 -1.178 -2.296  0.56
C1 -1.580 -0.367 1.731  -2.05
H3 -2.268 0.445 1.769  0.52
H4 -0.518 1.142 -2.099  0.59
H5 -2.417 -1.702 -0.559  0.43
C2 -1.098 -0.370 0.210  1.07
N1 2.567 -1.140 0.264  -0.32
C3 0.205 0.747 -1.485  -1.47
H6 4.445 0.083 -0.093  -0.13
B1 3.280 0.096 0.031  0.42
H7 2.925 -2.078 -0.023  0.22
H8 1.216 0.833 1.838  0.33
H9 -0.899 -0.087 2.530  0.33
H10 -2.112 -1.255 2.002  0.44
C4 0.024 -1.350 -0.202  -0.04
H11 1.029 -1.507 1.612  0.37
H12 -1.679 2.544 -0.505  0.28
H13 -1.336 2.406 1.199  0.38
H14 1.378 -1.158 -2.089  0.31
H15 0.032 2.941 0.330  0.51
H16 -3.314 -0.183 -0.536  0.39
C5 -0.204 0.934 0.030  1.54
C6 0.309 -0.836 -1.641  -1.09
H17 1.103 1.281 -1.662  0.48
H18 -2.003 -0.353 -1.658  0.31
C7 -0.807 2.331 0.276  -1.81
C8 1.207 -0.925 0.705  -0.08
C9 -2.349 -0.631 -0.651  -1.64
C10 1.033 0.554 0.856  -0.75

***

C10H18BNO2 | ωB97M-V with the def2-TZVPD basis set

Summary:
**Maximum force**: 5.5 eV Å⁻¹
**Frontier orbital gap**: 10.198 eV

Each line ends with the Mulliken charge.
Positions of all 32 atoms, in Å:
C1 1.810 -0.536 1.595  0.56
C2 -1.231 -1.584 -0.163  1.23
C3 -1.022 -3.185 -0.631  -1.57
H1 -3.397 -1.305 -0.031  0.50
C4 1.433 2.635 0.470  -0.06
H2 -2.064 -3.482 -1.079  0.33
C5 0.310 1.808 0.031  -0.26
C6 -2.611 -1.317 0.636  -1.77
C7 -0.035 1.324 -1.143  -0.16
C8 -1.324 0.616 -1.316  -0.85
N1 2.403 -0.140 2.487  -0.65
B1 1.063 -1.161 0.428  0.49
H3 -2.035 0.833 -0.573  0.45
H4 -2.705 -2.194 1.281  0.41
H5 1.842 -1.426 -1.754  0.35
O1 -1.249 -0.828 -1.394  -0.41
H6 -0.517 1.588 0.728  0.13
H7 -0.847 -3.784 0.168  0.48
H8 -1.689 0.848 -2.327  0.35
H9 2.145 2.038 1.079  0.17
H10 0.455 3.369 2.117  0.38
O2 -0.236 -1.254 0.598  -0.59
H11 1.920 -2.846 -0.647  0.29
H12 -0.171 -3.327 -1.340  0.36
C9 2.073 -1.735 -0.714  -1.11
H13 1.966 2.896 -0.443  0.38
H14 3.093 -1.470 -0.835  0.47
H15 0.606 1.315 -1.983  0.34
H16 0.132 4.377 0.679  0.26
C10 0.928 3.835 1.290  -1.38
H17 1.640 4.550 1.517  0.43
H18 -2.686 -0.458 1.269  0.43

***

C10H18BNO2 | ωB97M-V with the def2-TZVPD basis set

Summary:
**Maximum force**: 3.6 eV Å⁻¹
**Frontier orbital gap**: 10.253 eV

Each line ends with the Mulliken charge.
Positions of all 32 atoms, in Å:
C1 0.011 1.414 -2.008  -0.80
C2 1.139 -1.794 -0.462  -0.47
H1 -0.731 -0.532 1.007  0.32
C3 -1.242 2.344 0.139  0.51
C4 -3.755 -0.908 0.759  -1.38
H2 1.351 -0.826 2.143  0.44
O1 0.691 1.128 0.553  -0.57
H3 2.950 2.117 1.003  0.36
N1 -2.263 2.710 0.519  -0.59
H4 0.930 1.785 -2.471  0.33
H5 1.654 -2.523 -1.068  0.40
C5 2.256 -0.321 1.815  -1.72
H6 -3.653 0.001 1.297  0.33
H7 1.154 -2.104 0.633  0.24
H8 4.121 0.762 0.259  0.35
H9 -0.841 2.019 -2.331  0.30
C6 2.034 0.378 0.399  1.37
H10 -4.731 -0.812 0.307  0.39
C7 -0.406 -1.664 -0.708  -0.52
B1 -0.015 1.643 -0.442  0.18
O2 1.895 -0.476 -0.694  -0.45
H11 2.468 0.465 2.526  0.46
C8 -1.194 -1.046 0.128  0.25
C9 -2.630 -0.866 -0.331  -0.25
H12 -3.883 -1.751 1.490  0.32
H13 3.080 1.623 -0.817  0.37
C10 3.112 1.353 0.214  -1.54
H14 -0.200 0.302 -2.097  0.23
H15 -2.671 0.117 -0.789  0.08
H16 -0.893 -1.979 -1.729  0.21
H17 -2.846 -1.606 -1.100  0.44
H18 3.105 -0.952 1.857  0.42

***

C10H18Br6O4S2 | ωB97M-V with the def2-TZVPD basis set

Summary:
**Spin multiplicity**: 2
**Net charge**: -1
**Maximum force**: 2.6 eV Å⁻¹
**Frontier orbital gap (spin up / spin down)**: 3.600 / 7.596 eV

Each line ends with the Mulliken charge.
Positions of all 40 atoms, in Å:
H1 19.191 -10.650 -3.179  0.38
C1 17.248 -11.517 -2.662  -0.02
C2 12.391 -7.664 1.381  -0.27
H2 12.530 -7.144 0.434  0.34
C3 17.397 -12.034 2.838  -0.75
Br1 10.488 -7.107 2.008  -0.35
C4 15.897 -7.478 -0.499  0.23
Br2 17.129 -8.932 -0.062  0.00
Br3 12.181 -9.645 0.959  -0.29
C5 17.805 -13.397 -4.248  -0.69
H3 13.782 -11.648 2.439  0.45
H4 15.037 -11.038 4.306  0.30
H5 16.224 -11.273 -2.944  0.31
C6 17.382 -13.024 -2.795  -0.38
Br4 17.045 -5.838 -0.315  -0.06
H6 17.163 -14.039 -4.850  0.45
H7 17.187 -9.924 2.455  -0.15
H8 18.392 -12.359 2.532  0.45
Br5 13.729 -7.108 2.761  -0.37
S1 18.041 -11.733 -5.201  1.03
O1 16.427 -12.711 0.402  -0.51
O2 19.280 -11.573 -5.957  -0.65
H9 17.921 -9.726 -3.842  0.37
H10 18.785 -13.872 -4.219  0.29
H11 14.882 -10.974 1.185  0.25
C7 15.343 -10.545 3.383  -0.33
O3 15.612 -13.983 2.388  -0.71
C8 14.810 -11.383 2.193  -0.50
H12 15.147 -7.480 0.292  -0.14
H13 17.307 -12.650 3.733  0.36
H14 17.499 -10.136 4.016  0.47
C9 18.223 -10.759 -3.668  -0.69
H15 16.400 -13.497 -2.779  0.18
S2 16.025 -12.734 1.840  0.91
H16 14.959 -9.539 3.551  0.04
C10 16.942 -10.648 3.231  -0.34
Br6 15.245 -7.709 -2.448  -0.06
H17 18.046 -13.354 -1.996  0.33
O4 16.722 -11.423 -5.751  -0.62
H18 17.247 -11.084 -1.662  -0.26

***

| no. | E (eV) |
| --- | --- |
| 1 | -14876.12949 |
| 2 | -16922.13425 |
| 3 | -16922.41376 |
| 4 | -460774.97724 |